{"formula": "C6H14O", "method": "the ωB97M-V functional and the def2-TZVPD basis", "smiles": "CCCCCCO", "homo_ha": -0.37835, "lumo_energy_ha": 0.03748, "multiplicity": 1, "de_lowest_kj_mol": 35.0, "molar_mass_g_mol": 102.18, "energy_ev": -8496.530, "max_force_ha_per_bohr": 0.0089, "species": ["C", "C", "C", "C", "C", "C", "O", "H", "H", "H", "H", "H", "H", "H", "H", "H", "H", "H", "H", "H", "H"], "positions_angstrom": [[-3.402, 0.230, 0.541], [-2.193, 0.015, -0.366], [-0.867, 0.054, 0.389], [0.357, -0.163, -0.503], [1.649, -0.046, 0.306], [2.945, -0.169, -0.486], [4.000, 0.261, 0.362], [-4.339, 0.209, -0.026], [-3.345, 1.198, 1.053], [-3.460, -0.548, 1.311], [-2.286, -0.950, -0.882], [-2.184, 0.782, -1.152], [-0.773, 1.023, 0.900], [-0.876, -0.704, 1.185], [0.345, 0.587, -1.307], [0.278, -1.143, -0.997], [1.653, 0.934, 0.801], [1.655, -0.800, 1.105], [3.103, -1.212, -0.803], [2.899, 0.443, -1.402], [4.841, 0.000, -0.031]], "forces_ev_per_a": [[-0.06, 0.01, 0.04], [0.00, -0.02, -0.07], [-0.02, 0.00, 0.05], [-0.01, 0.01, -0.04], [0.00, 0.04, 0.04], [-0.38, -0.14, -0.22], [0.28, -0.08, -0.06], [0.14, 0.00, 0.08], [0.01, -0.13, -0.07], [0.02, 0.10, -0.10], [0.01, 0.10, 0.05], [0.01, -0.10, 0.09], [0.00, -0.11, -0.08], [-0.01, 0.07, -0.11], [0.06, -0.09, 0.11], [0.07, 0.13, 0.11], [0.08, -0.13, -0.06], [0.01, 0.14, -0.10], [-0.06, 0.15, 0.06], [-0.01, -0.03, 0.21], [-0.15, 0.09, 0.08]], "lowdin_charge": [-0.124, -0.284, -0.247, -0.227, -0.207, -0.286, -0.076, 0.067, 0.071, 0.071, 0.108, 0.108, 0.117, 0.117, 0.116, 0.118, 0.119, 0.120, 0.119, 0.117, 0.084]}